--- A ---
# C33H45Cl4CoN2O2PSbSi3

A structure of composition C33H45Cl4CoN2O2PSbSi3 (ωB97M-V/def2-TZVPD, the Open Molecules 2025 dataset).

Atoms and positions in Å:
Co: -0.036 -1.534 0.542
Cl: 5.203 -2.300 4.587
C: 3.608 -2.074 3.968
C: 2.523 -2.035 4.830
Cl: 2.747 -2.199 6.533
C: 1.239 -1.856 4.306
Cl: -0.148 -1.802 5.342
C: 1.033 -1.695 2.946
O: -0.179 -1.501 2.415
C: 2.131 -1.746 2.061
O: 1.890 -1.614 0.776
C: 3.404 -1.939 2.592
Cl: 4.725 -2.027 1.478
C: -1.649 -3.346 -5.879
C: -0.948 -2.148 -5.885
C: -0.494 -1.600 -4.693
C: -0.754 -2.233 -3.482
C: -1.464 -3.432 -3.485
C: -1.901 -3.991 -4.678
P: -0.238 -1.441 -1.917
C: 1.519 -0.967 -2.341
C: 2.265 0.108 -1.897
C: 3.612 0.219 -2.223
C: 4.236 -0.762 -2.968
C: 3.500 -1.867 -3.378
C: 2.154 -1.969 -3.074
C: -1.955 -1.159 -1.264
C: -3.127 -0.966 -1.975
C: -4.327 -1.068 -1.280
C: -4.314 -1.355 0.081
C: -3.118 -1.505 0.776
C: -1.903 -1.392 0.111
H: -1.997 -3.776 -6.809
H: -0.747 -1.641 -6.819
H: 0.071 -0.676 -4.709
H: -1.680 -3.933 -2.549
H: -2.441 -4.928 -4.666
H: 1.819 0.857 -1.264
H: 4.179 1.067 -1.860
H: 5.288 -0.684 -3.207
H: 3.973 -2.660 -3.941
H: 1.612 -2.843 -3.408
H: -3.121 -0.789 -3.044
H: -5.269 -0.938 -1.796
H: -5.256 -1.444 0.610
H: -3.138 -1.716 1.839
C: 3.460 1.574 1.257
Si: 1.859 2.132 2.034
C: 1.766 4.007 1.915
C: 1.703 1.634 3.827
Sb: -0.134 1.103 0.715
Si: -0.468 2.849 -1.202
C: 1.074 3.124 -2.236
C: -1.851 2.321 -2.352
C: -0.964 4.511 -0.485
Si: -2.127 1.846 2.194
C: -3.639 1.976 1.094
C: -1.797 3.542 2.936
C: -2.294 0.635 3.602
H: 4.295 1.935 1.864
H: 3.566 2.006 0.259
H: 3.534 0.490 1.174
H: 2.464 4.427 2.646
H: 0.776 4.400 2.143
H: 2.066 4.364 0.929
H: 2.577 2.009 4.367
H: 1.666 0.553 3.957
H: 0.813 2.065 4.287
H: 1.302 2.285 -2.889
H: 1.960 3.326 -1.630
H: 0.894 4.002 -2.864
H: -1.755 1.295 -2.708
H: -1.834 2.982 -3.224
H: -2.828 2.412 -1.874
H: -0.213 4.945 0.173
H: -1.908 4.452 0.057
H: -1.110 5.193 -1.328
H: -3.539 2.826 0.416
H: -4.527 2.148 1.710
H: -3.806 1.082 0.497
H: -1.585 4.313 2.198
H: -0.972 3.513 3.649
H: -2.696 3.842 3.484
H: -2.277 -0.402 3.276
H: -3.222 0.833 4.146
H: -1.457 0.747 4.293
N: -0.052 -4.189 1.781
N: -0.069 -3.547 0.498
H: -0.548 -5.070 1.727
H: -0.525 -3.560 2.425
H: -0.884 -3.824 -0.041
H: 0.776 -3.810 0.001

Computed properties:
HOMO energy = -6.8 eV
Frontier orbital gap = 6.1122 eV
Multiplicity = 1
LUMO = -0.67 eV

Atomic partial charges in e from the Löwdin method, atoms 1 to 8: number 1, Co, carries 0.2004; number 2, Cl, carries 0.6545; number 3, C, carries -0.7136; number 4, C, carries -0.7251; number 5, Cl, carries 0.6528; number 6, C, carries -0.6351; number 7, Cl, carries 0.7070; number 8, C, carries -0.4099


--- B ---
# C33H45Cl4CoN2O2PSbSi3

A structure of composition C33H45Cl4CoN2O2PSbSi3 (ωB97M-V/def2-TZVPD, the Open Molecules 2025 dataset).

Atoms and positions in Å:
Co: -0.086 -0.307 0.027
Cl: -4.070 -3.345 -2.958
C: -3.393 -2.202 -1.862
C: -3.919 -2.089 -0.554
Cl: -5.237 -3.089 -0.078
C: -3.385 -1.179 0.326
Cl: -3.982 -1.021 1.934
C: -2.316 -0.312 -0.041
O: -1.874 0.617 0.776
C: -1.757 -0.457 -1.374
O: -0.720 0.279 -1.691
C: -2.333 -1.413 -2.247
Cl: -1.633 -1.553 -3.812
C: 4.169 1.446 3.478
C: 4.358 0.120 3.105
C: 3.793 -0.362 1.933
C: 3.004 0.474 1.143
C: 2.801 1.795 1.537
C: 3.395 2.285 2.691
P: 2.194 -0.078 -0.393
C: 3.509 0.044 -1.643
C: 3.407 -0.728 -2.801
C: 4.413 -0.683 -3.752
C: 5.511 0.147 -3.565
C: 5.596 0.940 -2.431
C: 4.593 0.898 -1.472
C: 1.987 -1.866 -0.256
C: 2.896 -2.920 -0.289
C: 2.412 -4.203 -0.077
C: 1.048 -4.409 0.134
C: 0.147 -3.349 0.128
C: 0.624 -2.062 -0.076
H: 4.625 1.820 4.387
H: 4.943 -0.543 3.729
H: 3.962 -1.391 1.639
H: 2.173 2.442 0.935
H: 3.234 3.316 2.981
H: 2.547 -1.371 -2.949
H: 4.341 -1.300 -4.638
H: 6.302 0.173 -4.304
H: 6.448 1.592 -2.286
H: 4.669 1.515 -0.586
H: 3.951 -2.745 -0.471
H: 3.093 -5.045 -0.069
H: 0.682 -5.415 0.302
H: -0.913 -3.541 0.264
C: -4.031 2.299 -1.377
Si: -2.557 3.299 -1.956
C: -3.145 5.067 -2.099
C: -1.992 2.753 -3.653
Sb: -0.643 2.919 -0.315
Si: -1.594 4.122 1.743
C: -2.945 3.174 2.614
C: -0.115 4.325 2.887
C: -2.233 5.852 1.384
Si: 1.059 4.554 -1.378
C: 2.375 5.122 -0.151
C: 0.315 6.123 -2.101
C: 1.865 3.558 -2.743
H: -4.932 2.604 -1.917
H: -4.206 2.444 -0.309
H: -3.886 1.229 -1.542
H: -3.973 5.100 -2.815
H: -2.364 5.734 -2.460
H: -3.508 5.460 -1.149
H: -2.847 2.504 -4.289
H: -1.353 1.869 -3.586
H: -1.425 3.549 -4.143
H: -2.600 2.215 3.005
H: -3.778 2.956 1.944
H: -3.320 3.773 3.449
H: 0.471 3.404 2.953
H: -0.424 4.613 3.897
H: 0.534 5.116 2.502
H: -3.274 5.836 1.056
H: -1.642 6.341 0.608
H: -2.182 6.468 2.289
H: 1.958 5.272 0.847
H: 2.797 6.074 -0.481
H: 3.196 4.404 -0.068
H: -0.385 6.581 -1.401
H: -0.222 5.919 -3.031
H: 1.097 6.857 -2.324
H: 2.345 2.662 -2.340
H: 2.630 4.144 -3.262
H: 1.124 3.228 -3.475
N: 0.014 0.665 2.706
N: 0.206 -0.542 1.966
H: -0.119 0.441 3.687
H: -0.848 1.057 2.339
H: -0.456 -1.268 2.238
H: 1.142 -0.888 2.156

Computed properties:
HOMO energy (spin up / spin down) = -6.7 / -6.7 eV
Frontier orbital gap (spin up / spin down) = 6.6797 / 5.0739 eV
Multiplicity = 1
LUMO (spin up / spin down) = -0.06 / -1.65 eV

Atomic partial charges in e from the Löwdin method, atoms 1 to 8: number 1, Co, carries 0.3172; number 2, Cl, carries 0.6848; number 3, C, carries -0.7018; number 4, C, carries -0.7030; number 5, Cl, carries 0.6873; number 6, C, carries -0.6163; number 7, Cl, carries 0.7214; number 8, C, carries -0.4349


Which of them is least stable? Easy: B.


--- A ---
# C2HClN2S

The molecule C2HClN2S (ωB97M-V/def2-TZVPD, the Open Molecules 2025 dataset).

Atoms and positions in Å:
S: -0.376 2.885 0.186
C: -0.299 1.361 -0.025
C: -0.802 0.128 -0.084
N: -0.073 -1.017 -0.211
N: 1.255 -1.154 -0.061
Cl: 2.046 -2.523 0.142
H: -1.750 0.320 0.054

Computed properties:
HOMO energy (spin up / spin down) = -8.7 / -8.7 eV
Frontier orbital gap (spin up / spin down) = 7.6207 / 7.6252 eV
Multiplicity = 1
LUMO (spin up / spin down) = -1.11 / -1.11 eV

Listed below, in e, are the Löwdin charges computed for each atom: number 1, S, carries 0.8349; number 2, C, carries -0.6138; number 3, C, carries -0.2469; number 4, N, carries -0.0557; number 5, N, carries -0.5950; number 6, Cl, carries 0.6250; number 7, H, carries 0.0515


--- B ---
# C2HClN2S

A cluster of 2 separate species, C2HClN2S in total (ωB97M-V/def2-TZVPD, the Open Molecules 2025 dataset).

Atoms and positions in Å:
C: 1.271 -1.168 1.457
C: 2.202 -0.582 1.003
S: 3.276 0.584 0.582
Cl: 4.591 -0.577 -0.376
H: 0.396 -1.713 1.623
N: -0.689 -3.359 -1.308
N: -1.301 -2.490 -1.149

Computed properties:
HOMO energy = -9.1 eV
Frontier orbital gap = 8.8498 eV
Multiplicity = 1
LUMO = -0.21 eV

Listed below, in e, are the Löwdin charges computed for each atom: number 1, C, carries 0.0538; number 2, C, carries -0.6965; number 3, S, carries 0.4736; number 4, Cl, carries 0.1384; number 5, H, carries 0.0151; number 6, N, carries 0.0091; number 7, N, carries 0.0064


Which of them is least stable? Easy: A.


--- A ---
# C3H10N4

A cluster of 2 separate species, C3H10N4 in total (ωB97M-V/def2-TZVPD, the Open Molecules 2025 dataset).

Atoms and positions in Å:
C: -1.221 0.241 -0.088
C: 1.406 0.451 0.082
C: 1.913 -0.986 0.103
N: -1.661 1.336 0.640
N: -1.601 -0.985 0.417
N: -1.169 0.359 -1.516
N: -0.240 0.511 -2.221
H: -2.622 1.304 0.964
H: -1.434 2.227 0.224
H: -2.227 -1.021 1.209
H: -1.320 -1.797 -0.112
H: 0.886 0.592 -1.040
H: 2.243 1.149 -0.007
H: 0.937 0.699 1.033
H: 1.079 -1.688 0.121
H: 2.499 -1.208 -0.788
H: 2.531 -1.185 0.981

Computed properties:
HOMO energy (spin up / spin down) = -7.0 / -7.0 eV
Frontier orbital gap (spin up / spin down) = 7.5779 / 7.5768 eV
Multiplicity = 1
LUMO (spin up / spin down) = 0.57 / 0.57 eV

Atomic partial charges in e from the Löwdin method, atoms 1 to 8: number 1, C, carries -0.4935; number 2, C, carries -0.2114; number 3, C, carries -0.1769; number 4, N, carries 0.0979; number 5, N, carries 0.1225; number 6, N, carries -0.0698; number 7, N, carries 0.0287; number 8, H, carries 0.0909


--- B ---
# C3H10N4

A cluster of 2 separate species, C3H10N4 in total (ωB97M-V/def2-TZVPD, the Open Molecules 2025 dataset).

Atoms and positions in Å:
C: -0.861 0.375 0.480
N: -0.246 0.001 -0.769
N: -0.919 -2.198 0.048
N: 1.177 -0.273 -0.742
N: 0.289 -2.643 0.422
C: -0.626 1.619 -0.382
C: 0.357 2.564 -0.076
H: -1.641 -2.794 0.464
H: 1.456 -0.337 -1.718
H: 1.709 0.492 -0.322
H: 0.450 -3.000 1.360
H: 1.029 -2.021 0.066
H: -1.902 0.070 0.583
H: -0.244 0.259 1.367
H: -1.486 1.976 -0.939
H: 1.206 2.315 0.548
H: 0.253 3.593 -0.391

Computed properties:
HOMO energy (spin up / spin down) = -7.2 / -7.2 eV
Frontier orbital gap (spin up / spin down) = 8.3009 / 7.2204 eV
Multiplicity = 1
LUMO (spin up / spin down) = 1.13 / -0.01 eV

Atomic partial charges in e from the Löwdin method, atoms 1 to 8: number 1, C, carries -0.2004; number 2, N, carries -0.1050; number 3, N, carries -0.0593; number 4, N, carries -0.0062; number 5, N, carries -0.0767; number 6, C, carries -0.2721; number 7, C, carries 0.0065; number 8, H, carries 0.0386


Which of them is least stable? Easy: B.


--- A ---
# C3H10N4

A cluster of 2 separate species, C3H10N4 in total (ωB97M-V/def2-TZVPD, the Open Molecules 2025 dataset).

Atoms and positions in Å:
C: 0.895 1.338 -0.480
C: -2.551 0.829 0.120
N: -1.111 0.925 0.200
C: 1.212 -0.020 -0.287
N: 0.638 -2.201 -0.488
N: 2.146 -0.431 0.687
N: 0.359 -0.919 -0.797
H: -0.787 0.393 1.011
H: 0.819 -2.376 0.501
H: -0.047 -2.828 -0.889
H: 2.706 0.329 1.048
H: 2.730 -1.190 0.350
H: 1.411 2.078 0.123
H: 0.449 1.626 -1.419
H: -2.920 1.302 -0.794
H: -2.910 -0.213 0.161
H: -3.041 1.358 0.953

Computed properties:
HOMO energy (spin up / spin down) = -6.4 / -7.5 eV
Frontier orbital gap (spin up / spin down) = 6.5718 / 8.0232 eV
Multiplicity = 1
LUMO (spin up / spin down) = 0.13 / 0.55 eV

Atomic partial charges in e from the Löwdin method, atoms 1 to 8: number 1, C, carries 0.0059; number 2, C, carries -0.1881; number 3, N, carries -0.0012; number 4, C, carries -0.5214; number 5, N, carries -0.0209; number 6, N, carries 0.0723; number 7, N, carries -0.0386; number 8, H, carries 0.0527


--- B ---
# C3H10N4

A cluster of 3 separate species, C3H10N4 in total (ωB97M-V/def2-TZVPD, the Open Molecules 2025 dataset).

Atoms and positions in Å:
C: 2.476 -0.364 -0.206
C: 0.970 -2.153 0.254
C: 0.235 0.098 -0.021
H: 1.339 3.045 0.736
H: 0.648 3.898 -0.505
H: -0.185 3.174 0.771
H: 2.828 0.104 0.755
H: 2.446 0.386 -0.959
H: 3.092 -1.295 -0.527
H: 1.261 -2.361 1.280
H: 1.456 -2.842 -0.441
H: -0.153 -2.260 0.176
H: 0.154 1.170 -0.065
N: 0.548 3.063 0.046
N: 1.143 -0.730 -0.108
N: -3.865 -0.217 -0.004
N: -2.822 -0.473 -0.131

Computed properties:
HOMO energy = -6.2 eV
Frontier orbital gap = 7.0812 eV
Multiplicity = 1
LUMO = 0.86 eV

Atomic partial charges in e from the Löwdin method, atoms 1 to 8: number 1, C, carries -0.1037; number 2, C, carries -0.0716; number 3, C, carries -0.0341; number 4, H, carries 0.0452; number 5, H, carries 0.0105; number 6, H, carries 0.0385; number 7, H, carries 0.1076; number 8, H, carries 0.0751


--- C ---
# C3H10N4

A cluster of 2 separate species, C3H10N4 in total (ωB97M-V/def2-TZVPD, the Open Molecules 2025 dataset).

Atoms and positions in Å:
C: -2.404 0.958 0.738
C: -2.036 0.752 -0.386
C: -1.335 0.454 -1.710
N: 0.045 0.839 -1.782
H: -2.769 1.135 1.709
H: -1.424 -0.616 -1.925
H: -1.967 1.120 -2.337
H: 0.617 0.275 -1.153
H: 0.168 1.818 -1.540
N: 2.527 -1.134 0.464
N: 1.130 -0.952 0.459
N: 0.656 -0.300 1.640
H: 2.861 -1.525 1.348
H: 2.960 -0.222 0.349
H: 0.709 -1.875 0.329
H: -0.180 0.225 1.402
H: 0.441 -0.951 2.395

Computed properties:
HOMO energy = -9.2 eV
Frontier orbital gap = 10.1541 eV
Multiplicity = 1
LUMO = 0.99 eV

Atomic partial charges in e from the Löwdin method, atoms 1 to 8: number 1, C, carries 0.0658; number 2, C, carries -0.1234; number 3, C, carries -0.3018; number 4, N, carries -0.0123; number 5, H, carries 0.0161; number 6, H, carries 0.1102; number 7, H, carries 0.1105; number 8, H, carries 0.0261


Which of them is least stable? Easy: A.